1.
Entry from the OMol25 dataset: C5H9N in the gas phase in a non-equilibrium geometry (the ωB97M-V functional and the def2-TZVPD basis).

Results
Energy (eV): -6817.7013
E_LUMO (eV): 0.8
Energy above the lowest of the compared OMol25 structures with the same formula, charge and spin (kcal/mol): 76.0
Charge: 0
M (g/mol): 83.13
Strongest force on any atom (eV/A): 6.1
SMILES: C=CC(=C)NC
Orbital gap (eV): 8.80

```
15
Properties=species:S:1:pos:R:3:forces:R:3
C -2.68672 0.42598 0.14423 3.07 1.32 -0.78
C -1.37455 0.81206 -0.24789 -3.08 -2.11 1.48
C -0.16051 0.04596 0.10459 1.68 -0.52 0.11
C -0.02427 -0.66572 1.27329 -3.74 1.11 -3.15
N 0.96477 0.31905 -0.80917 -2.20 -4.91 1.71
C 2.19421 -0.55704 -0.76642 0.01 5.41 2.72
H -3.46474 1.20768 0.38964 0.69 -1.24 -1.06
H -2.85164 -0.66854 0.30987 0.05 1.31 0.46
H -1.07480 1.70866 -0.76254 -0.63 0.81 0.25
H 0.85746 -0.91932 1.65166 3.80 -1.26 1.08
H -0.87464 -1.12454 1.77342 -0.10 0.77 0.05
H 1.06455 1.25292 -0.94665 0.85 3.03 -0.69
H 2.69515 -0.19175 0.28677 -0.55 -1.86 -2.33
H 2.80404 -0.06182 -1.54740 0.04 -1.20 0.23
H 1.93168 -1.58359 -0.85341 0.08 -0.65 -0.08
```
Positions in Å, forces in eV/Å.

From a Löwdin analysis of the wavefunction, the atomic charges in e read:
1 C 0.0098
2 C -0.1214
3 C -0.3418
4 C 0.0594
5 N -0.0782
6 C -0.0845
7 H 0.0603
8 H 0.0597
9 H 0.0831
10 H -0.0108
11 H 0.0596
12 H 0.0506
13 H 0.1199
14 H 0.0738
15 H 0.0606

2.
Entry from the OMol25 dataset: a 5-piece molecular cluster, C43H58F4NO3 overall (the ωB97M-V functional and the def2-TZVPD basis).

Results
Spin multiplicity: 2
Energy (eV): -64032.1268
E_LUMO (spin up / spin down) (eV): 0.6 / 0.6
Energy above the lowest of the compared OMol25 structures with the same formula, charge and spin (kcal/mol): 0.0
Charge: 0
M (g/mol): 712.93
Strongest force on any atom (eV/A): 0.4
Orbital gap (spin up / spin down) (eV): 8.38 / 9.80

```
109
Properties=species:S:1:pos:R:3:forces:R:3
C 5.42463 -3.66811 0.24861 -0.05 0.02 0.07
C 4.36413 -2.92262 -0.53169 -0.11 0.02 -0.05
O 4.89033 -1.68275 -0.97756 0.22 -0.06 -0.03
C 4.52979 -1.32197 -2.30056 -0.08 0.08 0.00
C 3.08798 -0.84261 -2.37561 0.02 -0.14 0.17
C 2.86282 0.47602 -1.64399 -0.11 0.19 -0.20
C 1.39532 0.68006 -1.26053 0.11 0.03 0.07
C 0.96742 -0.16857 -0.04676 -0.01 -0.03 -0.03
C -0.35023 -0.99043 -0.10410 -0.07 0.00 0.03
C -0.84892 -1.03923 1.35074 0.01 0.12 0.01
O -2.02982 -1.80585 1.42162 -0.02 -0.09 -0.08
C -2.13498 -2.66148 2.54425 0.06 0.04 0.00
C -3.45424 -3.38954 2.44350 0.07 0.05 -0.07
C -0.05420 -2.46764 -0.49806 0.00 0.05 -0.01
C -0.90514 -3.23152 -1.53838 -0.06 0.08 0.05
C -1.45454 -4.51597 -0.91584 -0.17 -0.06 0.00
C -0.04899 -3.63582 -2.75141 0.04 -0.06 0.09
N -2.08168 -2.44973 -1.99007 0.19 -0.02 -0.37
O -2.86774 -3.09006 -2.76631 -0.03 0.03 0.17
C -2.02188 -0.98074 -2.18792 0.09 -0.03 0.11
C -3.44653 -0.49152 -2.40442 -0.10 0.09 -0.07
C -1.21357 -0.65560 -3.44948 0.00 -0.06 0.03
C -1.47676 -0.30606 -0.91961 -0.04 0.02 0.02
H 5.01106 -4.59102 0.66020 0.02 0.01 -0.01
H 5.77785 -3.05259 1.07698 0.02 -0.02 -0.01
H 6.27422 -3.91605 -0.38706 0.00 0.02 0.00
H 3.48596 -2.74577 0.10320 -0.01 0.00 -0.03
H 4.02712 -3.51714 -1.39049 0.03 0.00 0.02
H 5.22168 -0.52573 -2.58716 -0.05 -0.01 -0.01
H 4.69055 -2.16906 -2.97981 0.02 -0.01 0.04
H 2.46402 -1.62192 -1.92443 -0.02 0.00 -0.06
H 2.76538 -0.76119 -3.41828 0.05 0.02 0.00
H 3.50778 0.53017 -0.76228 -0.08 -0.03 0.03
H 3.16581 1.29552 -2.30372 0.09 0.00 0.06
H 1.23156 1.73407 -1.02100 -0.02 0.00 -0.04
H 0.78635 0.48070 -2.14300 -0.05 -0.08 0.05
H 1.77728 -0.86471 0.19953 -0.01 0.02 0.02
H 0.90311 0.50844 0.81192 -0.02 -0.01 -0.01
H -1.04893 -0.01836 1.70676 0.00 -0.05 0.01
H -0.06560 -1.46815 1.99020 0.00 -0.02 -0.02
H -2.06561 -2.08275 3.47530 -0.01 -0.01 -0.03
H -1.30041 -3.37826 2.53351 -0.01 0.03 0.05
H -3.55635 -4.11120 3.25485 -0.06 0.02 -0.01
H -3.49801 -3.91819 1.49150 -0.08 -0.06 0.06
H -4.28621 -2.68545 2.46974 0.01 -0.03 0.07
H 0.98338 -2.54588 -0.82442 0.03 0.05 -0.04
H -0.10510 -3.04050 0.42927 0.05 -0.03 -0.03
H -0.67316 -5.00367 -0.33021 -0.01 -0.02 -0.04
H -1.80053 -5.20178 -1.68798 -0.01 0.01 0.00
H -2.30161 -4.28218 -0.27029 0.09 0.00 0.09
H 0.59574 -2.83122 -3.09774 -0.02 0.07 -0.06
H -0.69105 -3.97299 -3.56536 0.01 0.02 0.02
H 0.59758 -4.46661 -2.45599 0.00 0.02 -0.02
H -3.87280 -0.93427 -3.30196 -0.03 0.00 0.04
H -3.43302 0.59294 -2.52383 0.00 0.00 0.05
H -4.07251 -0.74474 -1.54835 -0.02 -0.05 -0.03
H -1.60710 -1.22757 -4.29132 -0.02 0.04 0.00
H -1.31039 0.41094 -3.66772 0.01 -0.04 -0.03
H -0.15749 -0.89048 -3.34638 0.07 -0.01 0.02
H -1.18235 0.71054 -1.19417 0.01 -0.01 0.02
H -2.33302 -0.19613 -0.25365 -0.01 -0.01 -0.01
F 2.96411 4.05378 2.44085 0.02 -0.03 -0.02
C 4.12188 3.50477 2.00947 -0.01 -0.03 0.01
C 4.18010 2.13641 1.84725 -0.03 -0.06 0.00
C 5.36996 1.57398 1.40897 0.03 -0.04 -0.04
C 6.46913 2.37847 1.14059 0.00 0.01 0.00
C 6.37856 3.75296 1.31168 0.01 -0.01 -0.01
C 5.19577 4.33166 1.75051 0.00 0.02 0.00
H 3.30898 1.53130 2.06089 -0.01 0.01 0.00
H 5.43364 0.50217 1.26909 0.00 0.00 -0.03
H 7.39373 1.93432 0.79773 0.00 0.00 0.00
H 7.23308 4.38314 1.10317 0.00 0.00 0.00
H 5.10301 5.40040 1.88915 -0.01 0.00 0.01
F -2.97398 2.92080 -3.41236 0.02 -0.04 -0.02
C -2.48737 3.88217 -2.59630 0.01 0.00 -0.02
C -1.15335 3.83843 -2.24327 -0.01 -0.04 0.02
C -0.66139 4.83085 -1.40629 -0.02 0.00 -0.01
C -1.49807 5.83954 -0.94720 0.00 0.01 -0.01
C -2.83396 5.85413 -1.32230 0.00 0.00 0.01
C -3.34466 4.86797 -2.15467 0.00 0.02 0.01
H -0.52737 3.03978 -2.62024 0.02 0.01 0.01
H 0.37993 4.81686 -1.11128 0.00 -0.01 0.01
H -1.10843 6.60743 -0.29464 0.00 -0.02 0.00
H -3.48849 6.63773 -0.96351 0.00 0.00 0.00
H -4.38150 4.85697 -2.46109 0.00 -0.01 0.00
F -5.33029 -7.27233 3.62790 0.00 0.00 0.00
C -5.61072 -6.94437 2.34785 0.00 0.00 -0.01
C -6.93122 -6.80662 1.97122 -0.01 0.01 0.00
C -7.20744 -6.45846 0.65632 0.00 0.01 0.00
C -6.17672 -6.25649 -0.25126 0.00 0.00 0.00
C -4.85863 -6.40705 0.15659 0.00 0.01 0.00
C -4.56508 -6.75541 1.46786 0.05 0.03 -0.03
H -7.71668 -6.96647 2.69701 0.01 0.00 0.01
H -8.23634 -6.34099 0.34250 0.00 0.00 0.00
H -6.39856 -5.97871 -1.27259 0.00 0.00 0.00
H -4.05182 -6.24449 -0.54652 -0.01 0.00 0.00
H -3.54548 -6.86661 1.81170 -0.01 -0.02 0.01
F 0.18424 6.30891 1.74511 -0.02 0.04 0.01
C 0.69805 7.22800 2.59280 0.03 -0.06 0.01
C 2.02510 7.11351 2.95233 0.01 0.05 -0.01
C 2.54986 8.05119 3.83004 -0.01 0.01 -0.01
C 1.75271 9.07487 4.32494 0.00 0.00 0.00
C 0.42180 9.16227 3.94090 0.00 0.00 0.01
C -0.12161 8.23161 3.06575 -0.01 0.01 0.00
H 2.61169 6.30073 2.54984 0.00 0.02 0.05
H 3.58739 7.97924 4.12948 0.00 0.00 0.00
H 2.16726 9.80247 5.00949 0.00 0.00 0.00
H -0.20251 9.95772 4.32601 0.00 0.00 0.00
H -1.15671 8.27551 2.75582 0.00 -0.01 0.00
```
Positions in Å, forces in eV/Å.

Löwdin atomic charge list, values in e, 99 entries:
1 C -0.0715
2 C -0.2890
3 O -0.1647
4 C -0.2179
5 C -0.1794
6 C -0.1923
7 C -0.1799
8 C -0.1220
9 C -0.3442
10 C -0.1954
11 O -0.1526
12 C -0.2726
13 C -0.0622
14 C -0.0311
15 C -0.4486
16 C -0.0314
17 C -0.0229
18 N -0.1258
19 O -0.0193
20 C -0.4620
21 C -0.0265
22 C -0.0113
23 C -0.0442
24 H 0.0766
25 H 0.0753
26 H 0.0776
27 H 0.1077
28 H 0.1191
29 H 0.1271
30 H 0.1208
31 H 0.0815
32 H 0.1228
33 H 0.0980
34 H 0.1170
35 H 0.1036
36 H 0.0825
37 H 0.1073
38 H 0.1124
39 H 0.1376
40 H 0.1343
41 H 0.1227
42 H 0.1179
43 H 0.0799
44 H 0.0496
45 H 0.0843
46 H 0.0918
47 H 0.1069
48 H 0.0922
49 H 0.0810
50 H 0.0672
51 H 0.0597
52 H 0.0890
53 H 0.0907
54 H 0.0847
55 H 0.0763
56 H 0.0951
57 H 0.0959
58 H 0.0851
59 H 0.0554
60 H 0.1173
61 H 0.1165
62 F 0.0444
63 C -0.2798
64 C -0.0170
65 C -0.0806
66 C -0.0895
67 C -0.0817
68 C -0.0180
69 H 0.1143
70 H 0.1030
71 H 0.1025
72 H 0.1049
73 H 0.1125
74 F 0.0442
75 C -0.2856
76 C -0.0205
77 C -0.0746
78 C -0.0932
79 C -0.0788
80 C -0.0164
81 H 0.1056
82 H 0.1052
83 H 0.0872
84 H 0.1047
85 H 0.1175
86 F 0.0497
87 C -0.2893
88 C -0.0179
89 C -0.0831
90 C -0.0884
91 C -0.0823
92 C -0.0290
93 H 0.1164
94 H 0.1040
95 H 0.1034
96 H 0.0964
97 H 0.1185
98 F 0.0467
99 C -0.2771

- Which formula does entry 1 have?
  C5H9N

- Which formula does entry 1 have?
  C5H9N